[1]
DFT (wB97M-V/def2-TZVPD) results for C13H27Br3N4O5P as an isolated structure in a non-equilibrium geometry.

XYZ file:
```
53
Properties=species:S:1:pos:R:3:forces:R:3
C -0.68994 0.51008 0.43915 -0.2761 0.0492 0.3592
O 0.40941 1.20312 -0.12351 0.2244 -0.1206 0.0860
C 0.93053 0.53467 -1.25336 -0.3399 -0.0170 -0.0901
C 1.86426 1.46770 -1.99447 0.2063 -0.2249 0.0825
C 3.19058 1.70726 -1.26501 -0.5182 0.1558 -0.2212
C 4.25943 0.63227 -1.55108 -0.1149 0.3831 0.6752
C 4.01137 -0.57811 -0.72364 -0.0484 -0.2952 -0.2401
N 3.76750 -1.81798 -1.11391 0.1332 0.1491 -0.0614
C 3.60882 -2.51509 0.01677 -0.0459 -0.2925 -0.2242
N 3.37047 -3.82284 0.04023 0.1967 0.0378 -0.0225
Br 3.27069 -4.78128 -1.52590 -0.0171 -0.0230 0.1494
N 3.71995 -1.72916 1.11825 0.3195 -0.0726 0.0624
C 3.61181 -2.05654 2.52954 -1.0231 0.5363 0.3610
Br 1.93608 -3.05065 2.75689 0.2655 -0.5967 -0.3508
C 3.65071 -0.79129 3.44878 -0.0478 -0.4601 0.7791
C 4.82769 -0.86545 4.41905 -0.0107 0.3847 -0.4917
Br 2.03679 -0.58325 4.53154 0.1441 0.6439 0.0524
N 4.00083 -0.48878 0.60444 0.1733 0.6684 -0.5739
H -0.71524 0.66411 1.51742 0.1859 0.1943 0.0227
H -0.61918 -0.56987 0.28498 0.0082 -0.0284 -0.1684
H -1.63248 0.88882 0.03853 -0.0178 -0.1501 -0.2046
H 1.41671 -0.39225 -0.91644 0.1209 -0.0466 -0.1232
H 0.12358 0.22520 -1.92625 -0.0865 0.0507 0.0076
H 1.33629 2.40905 -2.13396 -0.0070 0.0655 0.0122
H 2.06248 1.06093 -2.98755 -0.0156 -0.0028 -0.0711
H 2.95862 1.74904 -0.19816 0.1377 0.1054 0.0918
H 3.56822 2.69188 -1.52974 0.2322 -0.0492 -0.0883
H 4.32341 0.38713 -2.60518 -0.0015 -0.1614 -0.0297
H 5.21642 1.03691 -1.21482 0.1800 -0.0733 -0.2195
H 3.26217 -4.32467 0.90681 -0.1385 -0.0678 -0.0428
H 4.38281 -2.74761 2.85395 0.1757 -0.0294 -0.2897
H 3.70877 0.14047 2.90187 -0.1445 -0.0506 -0.1560
H 4.88280 -1.83068 4.91385 0.0074 -0.0381 0.0700
H 5.74802 -0.65580 3.86980 0.1521 -0.2436 0.0520
H 4.70979 -0.07844 5.15627 0.0903 -0.0419 0.1529
H 4.18048 0.37857 1.08182 -0.1516 -0.3328 0.6261
C -7.47229 -0.63491 -0.23708 -0.1399 -0.2186 -0.0935
O -6.11323 -0.37049 -0.63059 0.0319 1.7184 2.3322
P -5.75763 1.12748 -1.20462 1.0292 -1.1154 -6.0389
O -6.71942 1.22507 -2.34156 -0.3195 0.2118 0.9588
O -4.25068 0.68994 -1.55775 0.0686 0.3156 0.0968
C -4.05996 -0.27922 -2.58818 0.0549 -0.2509 0.0790
O -5.26937 2.68057 -1.04780 -0.6214 -0.9604 2.8825
C -6.23184 3.62751 -0.54320 -0.0813 0.2083 -0.1859
H -7.45658 -1.47532 0.45299 0.0876 0.0149 -0.0048
H -7.92537 0.22016 0.26012 -0.0379 0.0015 -0.0167
H -8.05646 -0.89235 -1.11821 0.0155 0.0966 -0.0307
H -4.89138 -0.27687 -3.29241 -0.0267 0.0343 0.0265
H -3.95091 -1.27273 -2.15196 -0.0494 -0.0098 0.0026
H -3.14331 -0.01667 -3.11369 -0.0105 0.0507 0.0188
H -6.75598 3.24854 0.33326 -0.0009 0.0241 0.0209
H -6.95018 3.86815 -1.32562 -0.0157 -0.0814 -0.0011
H -5.68607 4.52371 -0.26068 0.0670 -0.0456 -0.0195
```
Forces are in eV/Å.

Summary:
- HOMO: -0.4157 Eh
- Total charge: +1
- Gap between HOMO and LUMO: 8.031 eV
- Largest force on an atom: 0.1211 hartree/bohr

Löwdin analysis output, partial charges in e:
1 C -0.090
2 O -0.182
3 C -0.247
4 C -0.152
5 C -0.173
6 C -0.077
7 C -0.278
8 N 0.199
9 C -0.448
10 N -0.389
11 Br 0.833
12 N -0.017
13 C -0.592
14 Br 0.762
15 C -0.739
16 C -0.138
17 Br 0.704
18 N 0.169
19 H 0.085
20 H 0.086
21 H 0.089
22 H 0.108
23 H 0.129
24 H 0.126
25 H 0.122
26 H 0.103
27 H 0.119
28 H 0.132
29 H 0.131
30 H 0.033
31 H 0.105
32 H 0.062
33 H 0.090
34 H 0.091
35 H 0.072
36 H 0.173
37 C -0.099
38 O -0.240
39 P 0.516
40 O -0.250
41 O -0.263
42 C -0.103
43 O -0.228
44 C -0.100
45 H 0.085
46 H 0.081
47 H 0.091
48 H 0.086
49 H 0.084
50 H 0.083
51 H 0.081
52 H 0.089
53 H 0.086

=====

[2]
DFT (wB97M-V/def2-TZVPD) results for C13H27Cl2HfN2OP2 as an isolated structure in a non-equilibrium geometry.

XYZ file:
```
48
Properties=species:S:1:pos:R:3:forces:R:3
C -1.73637 -2.04054 -3.47672 -0.6629 1.1075 -0.7054
C -1.38612 -2.63408 -2.23751 1.9496 -5.2567 3.2627
H -2.08943 -2.82068 -4.19952 0.3218 0.1556 0.6162
H -0.87831 -1.47532 -3.88942 -0.1405 -0.3932 0.1968
H -2.54846 -1.29968 -3.33687 0.2296 -0.3898 -0.0081
O -1.03748 -3.37176 -1.40118 -1.8972 4.4157 -3.8931
Cl -0.89024 1.83603 -2.60531 -0.1757 -0.9352 -0.2594
Hf -0.09692 1.22738 -0.51752 1.0773 3.3207 1.5734
P 1.84552 -0.31125 -1.41782 2.7297 -1.0071 -0.6142
C 2.77389 -1.54892 -0.42925 -0.4251 -0.0436 0.6187
C 1.74169 -1.26707 -2.96918 -0.6914 0.1158 -0.5025
H 2.74161 -1.42092 -3.40220 -0.2512 0.1076 0.2902
H 4.01843 0.43160 -2.27613 -0.3154 0.0253 0.1018
H 1.12782 -0.74002 -3.70657 0.2333 0.0073 -0.0424
H 2.76784 1.71569 -2.42588 0.2319 -0.1289 0.0527
H 2.18856 -2.47474 -0.37839 0.1897 0.1114 0.0438
H 1.30078 -2.25576 -2.78478 0.2016 0.1584 0.0379
C 3.16999 0.92332 -1.77990 -0.3861 0.4530 0.0052
H 3.75091 -1.76263 -0.88739 -0.3730 0.1818 -0.0629
H 3.52577 1.39246 -0.85170 -0.0921 -0.1134 -0.3368
H 2.93797 -1.19471 0.59268 0.0166 -0.2306 -0.1746
P -2.30750 0.18209 0.34098 -2.7730 -0.1444 1.1995
C -2.55318 -0.75192 1.89819 0.6520 -0.2543 0.2640
C -3.26041 1.72953 0.64895 0.3498 0.4735 -0.2394
H -3.42797 -0.32573 -1.74907 -0.2155 0.0610 0.1872
H -4.51550 -0.54071 -0.35816 0.3287 -0.0425 0.0004
H -3.29132 -1.78088 -0.71358 -0.1385 0.0948 0.0681
C -3.49157 -0.70405 -0.72374 0.1983 -0.1174 -0.6882
H -3.55425 2.18360 -0.30460 0.0493 -0.0617 0.1377
H -4.16132 1.48997 1.22690 0.1878 -0.0944 -0.1515
H -3.47406 -0.43415 2.40812 0.2393 0.0145 -0.3036
H -1.70316 -0.63027 2.58078 -0.2279 -0.1902 -0.0570
H -2.64820 2.44712 1.20947 -0.2487 -0.1170 -0.1704
H -2.64043 -1.81920 1.66070 0.0884 0.1975 0.1245
Cl 0.20133 3.54659 -0.11918 -0.0893 -0.8974 -0.2862
N -0.92180 2.18396 2.78198 -0.0847 -0.6360 0.0583
C 0.47036 2.06133 2.74674 0.1709 -0.0063 0.4641
C 1.22228 2.66606 3.76997 -0.0104 -0.3201 -0.3894
C 2.60076 2.51325 3.76955 -0.7776 0.0865 0.1348
C 3.17367 1.74692 2.75883 0.1719 -0.0897 -0.5528
C 2.37747 1.24694 1.74585 0.1630 0.1800 0.5073
N 1.02686 1.38288 1.71336 -0.3289 -0.1010 -0.0870
H -1.39813 1.27546 2.83695 0.3473 0.6363 0.1351
H -1.20268 2.74849 3.58525 -0.1475 -0.1385 -0.3774
H 0.67565 3.18622 4.56391 0.4179 -0.1141 -0.3027
H 3.19296 2.96663 4.55580 0.0591 -0.1126 -0.0746
H 4.24322 1.57347 2.74382 -0.0943 0.0345 -0.1049
H 2.83263 0.74395 0.90207 -0.0579 -0.0027 0.3039
```
Forces are in eV/Å.

Summary:
- HOMO: -0.6440 Eh
- Total charge: +3
- Gap between HOMO and LUMO: 5.758 eV
- Largest force on an atom: 0.1261 hartree/bohr
- Energy above the lowest of the compared OMol25 structures with the same formula, charge and spin: 0.581 eV

Löwdin analysis output, partial charges in e:
1 C 0.075
2 C 0.009
3 H 0.185
4 H 0.119
5 H 0.123
6 O 0.360
7 Cl 0.078
8 Hf 0.740
9 P 0.689
10 C -0.223
11 C -0.250
12 H 0.090
13 H 0.083
14 H 0.038
15 H 0.064
16 H 0.057
17 H 0.042
18 C -0.221
19 H 0.089
20 H 0.051
21 H 0.041
22 P 0.686
23 C -0.224
24 C -0.241
25 H 0.033
26 H 0.094
27 H 0.040
28 C -0.250
29 H 0.068
30 H 0.081
31 H 0.086
32 H 0.045
33 H 0.022
34 H 0.063
35 Cl 0.119
36 N 0.104
37 C -0.402
38 C 0.035
39 C 0.015
40 C -0.014
41 C -0.156
42 N -0.077
43 H 0.060
44 H 0.124
45 H 0.140
46 H 0.140
47 H 0.131
48 H 0.040